Density functional theory data (ωB97M-V with the def2-TZVPD basis set) for 11 unconnected molecules or ions with the total composition C11H44N18O11 in a non-equilibrium geometry.

As for the HOMO-LUMO gap: 9.118 eV. The LUMO energy is -0.2 eV. The value obtained for the energy relative to the best compared isomer or geometry (same formula, charge and spin) is 18.5 kJ/mol. Its HOMO energy is -9.348 eV. The calculation puts the calculated total energy at -2259.1034 a.u. As for the net charge: 0.

Positions of all 84 atoms, in Å:
C  -3.542  0.901  0.662
O  -4.633  -0.011  0.740
H  -2.782  0.671  1.416
H  -2.941  0.989  -0.244
H  -4.039  1.821  0.972
H  -4.314  -0.848  1.109
C  0.086  -0.083  0.411
O  1.028  -0.114  -0.646
H  -0.519  -0.976  0.577
H  0.435  0.158  1.416
H  -0.618  0.690  0.086
H  1.619  0.615  -0.406
C  0.232  2.355  3.462
O  1.068  1.524  3.162
N  -0.842  2.121  4.219
N  0.387  3.677  3.182
H  -1.585  2.767  4.427
H  -0.911  1.218  4.666
H  1.267  4.025  2.843
H  -0.387  4.326  3.176
C  2.580  2.831  -1.052
O  2.791  1.934  -0.241
N  2.642  4.149  -0.731
N  2.352  2.618  -2.352
H  2.646  4.344  0.256
H  2.306  4.804  -1.417
H  1.883  3.305  -2.919
H  2.267  1.699  -2.759
C  4.242  -1.370  -0.231
O  4.531  -2.555  -0.403
N  4.101  -0.820  1.007
N  4.138  -0.544  -1.261
H  4.080  -1.575  1.675
H  3.551  0.023  1.077
H  4.347  -0.933  -2.165
H  3.566  0.280  -1.154
C  0.858  -3.807  -1.400
O  -0.344  -3.584  -1.338
N  1.478  -4.722  -2.148
N  1.728  -3.097  -0.664
H  2.483  -4.749  -2.131
H  1.000  -5.409  -2.706
H  1.400  -2.397  -0.019
H  2.706  -3.201  -0.876
C  -3.008  -2.940  0.783
O  -3.936  -2.531  1.493
N  -1.696  -3.057  1.010
N  -3.258  -3.301  -0.512
H  -1.247  -2.883  1.897
H  -1.104  -3.226  0.204
H  -2.656  -4.023  -0.876
H  -4.220  -3.241  -0.804
C  -1.463  5.132  0.795
O  -1.666  5.709  1.863
N  -1.342  3.829  0.700
N  -1.479  5.781  -0.361
H  -1.316  3.323  1.569
H  -1.237  3.363  -0.184
H  -1.474  5.165  -1.159
H  -0.838  6.559  -0.401
C  3.110  -0.981  -4.115
O  3.808  -0.004  -4.376
N  3.353  -2.187  -4.636
N  2.149  -0.992  -3.194
H  2.741  -2.949  -4.392
H  4.102  -2.439  -5.256
H  1.836  -0.116  -2.810
H  1.636  -1.841  -3.030
C  -1.235  -1.467  3.990
O  -0.413  -1.861  3.157
N  -2.561  -1.499  3.800
N  -0.828  -1.044  5.190
H  -2.914  -1.823  2.902
H  -3.181  -1.027  4.435
H  -1.503  -1.072  5.935
H  0.177  -1.106  5.250
C  -2.859  -0.040  -2.665
O  -3.466  0.924  -3.093
N  -1.531  -0.116  -2.446
N  -3.410  -1.239  -2.422
H  -1.150  -1.048  -2.437
H  -0.905  0.659  -2.572
H  -4.386  -1.429  -2.576
H  -2.971  -2.012  -1.935

Forces on atoms 1 to 2 (eV/Å):
-0.47 0.11 1.50
0.58 -0.10 -0.58

Charges computed using Mulliken, reported in e: 0.06 -0.63 -0.07 -0.04 0.33 0.40 0.34 1.01 -0.60 0.36 -0.20 -0.31 0.49 -0.65 -0.26 -0.33 0.19 0.24 0.13 0.19 0.52 -0.64 -0.45 -0.22 0.24 0.18 0.27 0.02 0.40 -0.80 -0.34 -0.09 0.26 0.24 0.21 0.11 0.34 -0.75 -0.36 0.06 0.17 0.23 -0.24 0.31 0.74 -0.83 -0.09 -0.50 0.28 0.02 0.15 0.28 0.68 -0.69 -0.01 -0.47 -0.02 0.09 0.20 0.24 0.64 -0.66 -0.35 0.14 0.12 0.22 -0.36 -0.05 0.76 -0.72 -0.29 -0.53 -0.02 0.23 0.18 0.27 0.46 -0.70 -0.08 -0.30 0.08 0.07 0.23 0.24

Density functional theory data (ωB97M-V with the def2-TZVPD basis set) for a single C14H21NO molecule in a non-equilibrium geometry.

As for the HOMO-LUMO gap: 9.188 eV. The LUMO energy is 0.9 eV. The value obtained for the energy relative to the best compared isomer or geometry (same formula, charge and spin) is 368.8 kJ/mol. Its HOMO energy is -8.288 eV. The calculation puts the calculated total energy at -675.9531 a.u. As for the net charge: 0.

Positions of all 37 atoms, in Å:
O  -1.265  0.194  -0.569
C  3.518  -1.753  -1.013
C  3.512  -1.038  0.249
C  2.318  -1.730  -1.694
C  2.313  -0.401  0.705
C  1.144  -1.284  -1.185
C  1.057  -0.742  0.121
N  -2.344  -0.848  2.568
C  -0.042  3.150  -2.316
C  -1.209  1.563  -1.117
C  -2.329  -1.653  1.418
C  -1.806  0.479  2.438
C  0.021  1.683  -1.981
C  -0.921  -1.825  0.853
C  -0.428  0.407  1.803
C  -0.382  -0.401  0.468
H  4.504  -2.019  -1.434
H  4.500  -0.871  0.799
H  2.298  -2.176  -2.625
H  2.244  0.136  1.662
H  0.273  -1.443  -1.874
H  -3.307  -0.903  2.964
H  -0.090  3.694  -1.362
H  0.847  3.270  -2.922
H  -0.964  3.315  -2.887
H  -1.976  1.710  -1.783
H  -1.352  2.340  -0.365
H  -3.003  -1.244  0.650
H  -2.737  -2.657  1.610
H  -1.818  0.903  3.418
H  -2.486  1.078  1.869
H  0.921  1.422  -1.310
H  0.182  1.116  -2.940
H  -1.011  -2.482  0.042
H  -0.247  -2.296  1.582
H  -0.131  1.435  1.734
H  0.197  -0.127  2.426

Forces on atoms 1 to 2 (eV/Å):
-0.10 -0.69 0.55
0.67 2.41 2.62

Charges computed using Mulliken, reported in e: -0.38 -0.53 -0.48 -0.71 -0.31 -0.20 -0.17 -0.45 -1.38 -0.99 -0.82 -0.83 0.29 -0.91 -1.21 1.19 0.33 0.29 0.45 0.35 0.31 0.27 0.31 0.43 0.32 0.53 0.39 0.32 0.45 0.47 0.33 0.07 0.28 0.51 0.41 0.35 0.70

Q: Which value of LUMO energy does entry 2 give?
A: 0.9 eV

Q: energy relative to the best compared isomer or geometry (same formula, charge and spin) of number 2 (C14H21NO)?
A: 368.8 kJ/mol

Q: Which of these has the lowest energy relative to the best compared isomer or geometry (same formula, charge and spin)?
A: C11H44N18O11